# 1
The following is a DFT calculation (wB97M-V/def2-TZVPD) of a structure of composition C27H25N6O6RuS at a distorted geometry.

* frontier orbital gap (spin up / spin down): 5.70 / 5.67 eV
* HOMO energy (spin up / spin down): -11.33 / -11.33 eV
* total energy: -2316.6167 a.u.
* lowest unoccupied orbital energy (spin up / spin down): -5.63 / -5.65 eV

```
! RIJCOSX wB97M-V def2-TZVPD def2/J DEFGRID3
* xyz 1 1
Ru -0.785 0.569 1.129
C 3.623 -2.559 2.639
C 2.751 -2.732 1.571
C 1.923 -1.702 1.171
C 1.996 -0.469 1.828
C 2.875 -0.297 2.913
C 3.679 -1.342 3.313
N 1.154 0.581 1.441
C 1.672 1.872 1.414
C 3.032 2.192 1.324
C 3.414 3.520 1.328
C 2.473 4.545 1.421
C 1.121 4.253 1.467
C 0.740 2.925 1.444
N -0.587 2.472 1.475
N -1.532 3.254 1.715
C -2.765 2.588 1.654
C -3.919 3.276 1.983
C -5.123 2.597 1.921
C -5.132 1.268 1.521
C -3.935 0.651 1.203
N -2.771 1.296 1.265
H 4.247 -3.381 2.966
H 2.688 -3.683 1.059
H 1.233 -1.860 0.359
H 2.868 0.633 3.466
H 4.335 -1.220 4.164
H 3.768 1.408 1.224
H 4.464 3.766 1.249
H 2.801 5.575 1.447
H 0.369 5.028 1.510
H -3.847 4.311 2.284
H -6.045 3.097 2.186
H -6.053 0.706 1.460
H -3.884 -0.385 0.904
C 2.562 -3.257 -4.823
C 1.658 -2.251 -4.174
C 0.453 -1.879 -4.773
C -0.401 -0.984 -4.157
C -0.047 -0.466 -2.915
C 1.164 -0.785 -2.317
C 2.009 -1.674 -2.955
S -1.143 0.628 -2.121
O -0.445 1.105 -0.904
O -1.604 1.665 -2.988
N -2.413 -0.247 -1.574
C -2.705 -1.662 -1.887
C -2.658 -2.507 -0.619
C -1.251 -2.411 -0.028
O -0.427 -3.246 -0.369
O -0.979 -1.439 0.786
H 2.267 -3.456 -5.851
H 2.527 -4.200 -4.273
H 3.596 -2.913 -4.818
H 0.184 -2.297 -5.734
H -1.317 -0.672 -4.643
H 1.441 -0.331 -1.378
H 2.958 -1.926 -2.498
H -3.224 0.356 -1.666
H -1.950 -2.055 -2.564
H -3.666 -1.712 -2.397
H -2.829 -3.545 -0.897
H -3.414 -2.205 0.106
O 0.340 1.246 3.960
N -0.335 0.262 4.021
O -1.198 0.103 3.031
*
```

Results of the natural (NBO) charge analysis, in e, for atoms 1 through 6: number 1, Ru, carries 1.05; number 2, C, carries -0.15; number 3, C, carries -0.15; number 4, C, carries -0.17; number 5, C, carries 0.05; number 6, C, carries -0.17

---

# 2
The following is a DFT calculation (wB97M-V/def2-TZVPD) of a structure of composition C27H25N9O9PS3Y at a distorted geometry.

* frontier orbital gap: 7.00 eV
* HOMO energy: -8.43 eV
* total energy: -3788.2365 a.u.
* lowest unoccupied orbital energy: -1.43 eV
* energy relative to the best compared isomer or geometry (same formula, charge and spin): 0.0 kcal/mol

```
! RIJCOSX wB97M-V def2-TZVPD def2/J DEFGRID3
* xyz 0 1
Y 10.918 13.411 11.768
C 5.883 14.719 14.080
N 7.300 14.760 14.032
C 8.092 15.684 14.657
C 9.375 15.508 14.216
N 9.362 14.544 13.192
C 8.081 14.062 13.146
P 7.294 12.749 12.068
C 7.736 13.529 10.485
N 8.919 14.152 10.342
C 8.786 14.933 9.197
C 7.573 14.747 8.607
N 6.887 13.782 9.409
C 5.717 13.016 8.968
C 8.450 11.331 12.241
N 9.795 11.379 12.514
C 10.191 10.063 12.745
C 9.105 9.242 12.546
N 7.977 10.013 12.183
C 6.700 9.661 11.495
H 5.358 15.345 13.367
H 5.620 13.661 13.923
H 5.539 14.915 15.117
H 7.696 16.329 15.436
H 10.242 15.970 14.597
H 9.555 15.651 8.910
H 7.131 15.097 7.691
H 5.266 13.496 8.126
H 5.982 12.018 8.596
H 5.030 12.855 9.800
H 11.192 9.837 13.212
H 9.115 8.168 12.624
H 6.540 8.522 11.431
H 5.911 10.165 12.040
H 6.668 10.037 10.448
O 14.264 14.043 14.586
S 13.017 14.699 14.245
O 12.096 15.315 15.199
O 12.209 13.658 13.433
C 13.708 16.049 13.173
C 14.340 16.929 14.052
C 15.064 18.014 13.541
C 15.171 18.199 12.191
C 14.563 17.316 11.321
C 13.837 16.270 11.797
S 12.849 15.363 10.640
O 13.006 13.898 10.812
O 13.408 15.839 9.382
O 11.448 15.760 10.992
H 14.260 16.732 15.121
H 15.478 18.686 14.254
H 15.646 19.071 11.784
H 14.545 17.472 10.272
O 5.594 9.861 6.314
S 4.982 9.168 7.448
O 4.807 10.082 8.621
O 3.881 8.269 7.201
C 6.624 8.484 7.897
N 6.780 7.193 7.828
C 7.874 6.721 8.441
C 8.828 7.592 8.911
C 8.645 8.964 8.657
N 7.477 9.429 8.189
C 9.705 9.922 8.832
C 10.918 9.675 9.492
C 11.712 10.739 9.871
N 11.303 12.019 9.646
C 10.360 12.208 8.695
C 9.440 11.223 8.336
H 8.038 5.648 8.393
H 9.776 7.230 9.296
H 11.257 8.654 9.652
H 12.653 10.622 10.423
H 10.405 13.136 8.161
H 8.590 11.320 7.664
*
```

Results of the Löwdin charge analysis, in e, for atoms 1 through 6: number 1, Y, carries 1.51; number 2, C, carries -0.06; number 3, N, carries -0.15; number 4, C, carries -0.03; number 5, C, carries -0.05; number 6, N, carries -0.02

---

# 3
The following is a DFT calculation (wB97M-V/def2-TZVPD) of a structure of composition C27H26BO3PPdS4 at a distorted geometry.

* frontier orbital gap: 4.70 eV
* HOMO energy: -0.31 eV
* total energy: -3357.1518 a.u.
* lowest unoccupied orbital energy: 4.39 eV
* energy relative to the best compared isomer or geometry (same formula, charge and spin): 57.5 kcal/mol

```
! RIJCOSX wB97M-V def2-TZVPD def2/J DEFGRID3
* xyz -2 1
Pd 0.082 -0.105 0.662
C 7.219 1.822 0.264
C 6.561 2.092 1.455
C 5.248 1.672 1.634
C 4.563 0.988 0.634
C 5.238 0.729 -0.560
C 6.551 1.137 -0.744
P 2.742 0.591 0.924
C 2.670 -0.851 -0.217
C 3.333 -2.012 0.188
C 3.304 -3.155 -0.594
C 2.600 -3.161 -1.792
C 1.923 -2.019 -2.195
C 1.953 -0.869 -1.414
C 1.996 1.957 -0.033
C 2.642 3.046 -0.622
C 1.871 4.043 -1.204
C 0.482 3.945 -1.184
C -0.147 2.850 -0.600
C 0.591 1.821 -0.006
H 8.245 2.140 0.119
H 7.071 2.631 2.246
H 4.732 1.881 2.566
H 4.721 0.207 -1.358
H 7.051 0.930 -1.684
H 3.877 -2.009 1.126
H 3.821 -4.049 -0.263
H 2.576 -4.051 -2.410
H 1.366 -2.021 -3.124
H 1.434 0.026 -1.737
H 3.723 3.135 -0.625
H 2.353 4.900 -1.664
H -0.116 4.737 -1.630
H -1.232 2.799 -0.588
O -5.546 -1.016 4.587
C -4.581 -0.737 3.895
S -2.942 -0.561 4.498
C -2.140 -0.094 2.980
C -2.937 -0.056 1.881
S -2.540 0.292 0.241
S -4.646 -0.469 2.163
S -0.446 0.212 3.103
C 0.678 -5.132 0.778
C -0.440 -4.287 1.394
C -0.855 -4.859 2.741
O 0.084 -2.976 1.601
B -0.391 -2.109 0.610
O -1.231 -2.821 -0.246
C -1.620 -4.027 0.405
C -1.824 -5.123 -0.634
C -2.943 -3.740 1.119
H 1.530 -5.119 1.460
H 0.998 -4.690 -0.166
H 0.370 -6.169 0.615
H 0.037 -5.081 3.330
H -1.436 -5.777 2.623
H -1.444 -4.125 3.289
H -0.965 -5.204 -1.299
H -2.699 -4.882 -1.241
H -1.993 -6.083 -0.140
H -2.820 -2.912 1.821
H -3.320 -4.616 1.651
H -3.677 -3.428 0.377
*
```

Results of the natural (NBO) charge analysis, in e, for atoms 1 through 6: number 1, Pd, carries 0.45; number 2, C, carries -0.25; number 3, C, carries -0.22; number 4, C, carries -0.25; number 5, C, carries -0.19; number 6, C, carries -0.24

---

# 4
The following is a DFT calculation (wB97M-V/def2-TZVPD) of a structure of composition C27H26BO3PPdS4.

* frontier orbital gap: 4.81 eV
* HOMO energy: -0.47 eV
* total energy: -3357.2320 a.u.
* lowest unoccupied orbital energy: 4.34 eV
* energy relative to the best compared isomer or geometry (same formula, charge and spin): 7.2 kcal/mol

```
! RIJCOSX wB97M-V def2-TZVPD def2/J DEFGRID3
* xyz -2 1
Pd 0.420 -0.069 0.941
C -5.153 -1.083 -4.367
C -3.769 -1.158 -4.477
C -2.968 -0.787 -3.408
C -3.516 -0.351 -2.199
C -4.906 -0.283 -2.108
C -5.717 -0.640 -3.178
P -2.285 0.077 -0.870
C -3.439 0.937 0.266
C -3.694 2.286 0.023
C -4.619 2.986 0.782
C -5.302 2.343 1.807
C -5.039 1.008 2.072
C -4.105 0.311 1.316
C -2.038 -1.561 -0.102
C -2.881 -2.652 -0.323
C -2.611 -3.875 0.272
C -1.490 -3.986 1.088
C -0.661 -2.897 1.303
C -0.885 -1.642 0.703
H -5.785 -1.365 -5.201
H -3.313 -1.499 -5.399
H -1.887 -0.836 -3.499
H -5.365 0.052 -1.185
H -6.794 -0.578 -3.078
H -3.151 2.791 -0.768
H -4.799 4.035 0.582
H -6.025 2.886 2.405
H -5.562 0.506 2.879
H -3.887 -0.728 1.531
H -3.751 -2.548 -0.962
H -3.261 -4.727 0.100
H -1.259 -4.938 1.559
H 0.202 -3.012 1.951
O 6.881 2.178 0.268
C 5.725 1.803 0.345
S 4.500 2.567 1.348
C 3.139 1.516 0.945
C 3.402 0.514 0.080
S 2.283 -0.690 -0.503
S 5.059 0.427 -0.519
S 1.572 1.905 1.626
C -1.970 1.689 5.455
C -1.604 0.456 4.650
C -2.734 -0.569 4.704
O -1.419 0.840 3.283
B -0.408 0.044 2.721
O 0.149 -0.754 3.753
C -0.234 -0.183 5.003
C 0.819 0.855 5.377
C -0.288 -1.284 6.047
H -2.945 2.055 5.125
H -1.239 2.480 5.297
H -2.027 1.461 6.524
H -3.623 -0.126 4.261
H -2.964 -0.866 5.731
H -2.468 -1.457 4.127
H 0.872 1.647 4.627
H 1.797 0.369 5.389
H 0.623 1.288 6.363
H -0.914 -2.111 5.718
H -0.676 -0.899 6.997
H 0.720 -1.665 6.217
*
```

Results of the natural (NBO) charge analysis, in e, for atoms 1 through 6: number 1, Pd, carries 0.27; number 2, C, carries -0.24; number 3, C, carries -0.21; number 4, C, carries -0.24; number 5, C, carries -0.20; number 6, C, carries -0.26